ORCA calculation (ωB97M-V/def2-TZVPD) on 2 unconnected molecules or ions with the total composition C3H10NS at a distorted geometry.

Structure (ORCA input):
```
! RIJCOSX wB97M-V def2-TZVPD def2/J DEFGRID3
* xyz 0 2
C -2.68 1.20 -1.50
S -1.78 1.35 0.04
H -3.31 2.09 -1.60
H -1.94 1.25 -2.30
H -3.34 0.34 -1.51
C 3.11 -1.50 1.13
C 1.87 -0.72 0.67
N 1.16 -1.46 -0.37
H 3.24 -1.45 2.22
H 2.95 -2.57 0.99
H 3.96 -1.13 0.58
H 1.25 -0.31 1.47
H 2.24 0.18 0.18
H 0.75 -2.33 -0.02
H 0.36 -0.93 -0.70
*
```

Properties
E, eV: -15596.751
Molar mass, g/mol: 92.19
Largest force on an atom, hartree/bohr: 0.0258
ΔE to the lowest compared entry with this formula, charge and spin, kJ/mol: 34.84
Kohn-Sham gap (spin up / spin down), eV: 10.2 / 7.0
HOMO energy (spin up / spin down), eV: -9.2108 / -9.0139
E_LUMO (spin up / spin down), eV: 0.95 / -2.01

So, what does the natural (NBO) scheme give us? The charges, in e, come out as:
1. C -0.804
2. S 0.103
3. H 0.242
4. H 0.240
5. H 0.219
6. C -0.618
7. C -0.220
8. N -0.830
9. H 0.208
10. H 0.206
11. H 0.215
12. H 0.165
13. H 0.179
14. H 0.346
15. H 0.350

ORCA calculation (ωB97M-V/def2-TZVPD) on 2 unconnected molecules or ions with the total composition C3H10NS at a distorted geometry.

Structure (ORCA input):
```
! RIJCOSX wB97M-V def2-TZVPD def2/J DEFGRID3
* xyz 1 1
C -0.60 -0.80 -1.60
N 0.53 -1.41 -2.00
H -1.07 -1.08 -0.69
H -0.91 0.16 -2.25
H 0.82 -2.34 -1.89
H 1.19 -0.90 -2.57
C -1.02 0.91 1.51
C 0.45 0.74 1.23
S 0.98 -0.55 0.30
H -1.56 1.30 0.67
H -1.76 0.08 1.76
H -1.20 1.65 2.38
H 0.95 0.85 2.13
H 0.87 1.74 0.67
H 2.32 -0.34 0.35
*
```

Properties
E, eV: -15587.788
Molar mass, g/mol: 92.19
Largest force on an atom, hartree/bohr: 0.1013
ΔE to the lowest compared entry with this formula, charge and spin, kJ/mol: 416.16
Kohn-Sham gap, eV: 6.9
HOMO energy, eV: -13.0045
E_LUMO, eV: -6.12

So, what does the natural (NBO) scheme give us? The charges, in e, come out as:
1. C 0.162
2. N -0.678
3. H 0.243
4. H 0.272
5. H 0.438
6. H 0.426
7. C -0.654
8. C -0.601
9. S 0.044
10. H 0.209
11. H 0.236
12. H 0.263
13. H 0.239
14. H 0.224
15. H 0.177

ORCA calculation (ωB97M-V/def2-TZVPD) on 2 unconnected molecules or ions with the total composition C3H10NS.

Structure (ORCA input):
```
! RIJCOSX wB97M-V def2-TZVPD def2/J DEFGRID3
* xyz 1 1
C 1.16 0.40 -2.70
N 1.16 -0.29 -1.64
H 2.01 0.34 -3.37
H 0.31 1.03 -2.93
H 0.40 -0.15 -0.97
H 1.99 -0.79 -1.33
C -0.29 -1.06 1.50
C -1.02 0.25 1.69
S -0.82 1.45 0.31
H 0.66 -0.94 0.98
H -0.94 -1.80 1.04
H 0.03 -1.43 2.48
H -2.08 0.13 1.83
H -0.62 0.74 2.57
H -1.96 2.11 0.56
*
```

Properties
E, eV: -15590.814
Molar mass, g/mol: 92.19
Largest force on an atom, hartree/bohr: 0.0153
ΔE to the lowest compared entry with this formula, charge and spin, kJ/mol: 124.21
Kohn-Sham gap, eV: 7.6
HOMO energy, eV: -13.0090
E_LUMO, eV: -5.46

So, what does the natural (NBO) scheme give us? The charges, in e, come out as:
1. C 0.168
2. N -0.581
3. H 0.234
4. H 0.242
5. H 0.453
6. H 0.443
7. C -0.626
8. C -0.489
9. S -0.132
10. H 0.172
11. H 0.230
12. H 0.249
13. H 0.235
14. H 0.224
15. H 0.179

ORCA calculation (ωB97M-V/def2-TZVPD) on 2 unconnected molecules or ions with the total composition C3H10NS at a distorted geometry.

Structure (ORCA input):
```
! RIJCOSX wB97M-V def2-TZVPD def2/J DEFGRID3
* xyz 1 1
C -2.14 -0.65 -0.03
C -0.72 -0.29 -0.40
C 0.20 -0.75 0.96
S 1.77 -0.59 0.35
N -0.56 1.04 -0.72
H -2.86 -0.65 -0.84
H -2.13 -1.64 0.45
H -2.47 0.03 0.77
H -0.46 -0.88 -1.28
H 0.04 -1.81 1.19
H -0.19 -0.12 1.75
H 5.08 1.38 -0.82
H -1.15 1.75 -0.34
H 0.38 1.34 -0.77
H 5.22 1.84 -0.26
*
```

Properties
E, eV: -15587.034
Molar mass, g/mol: 92.19
Largest force on an atom, hartree/bohr: 0.0724
ΔE to the lowest compared entry with this formula, charge and spin, kJ/mol: 488.99
Kohn-Sham gap, eV: 6.3
HOMO energy, eV: -15.0106
E_LUMO, eV: -8.69

So, what does the natural (NBO) scheme give us? The charges, in e, come out as:
1. C -0.623
2. C 0.035
3. C -0.639
4. S 0.554
5. N -0.666
6. H 0.278
7. H 0.244
8. H 0.224
9. H 0.239
10. H 0.264
11. H 0.287
12. H -0.011
13. H 0.406
14. H 0.396
15. H 0.012

ORCA calculation (ωB97M-V/def2-TZVPD) on 2 unconnected molecules or ions with the total composition C3H10NS2 at a distorted geometry.

Structure (ORCA input):
```
! RIJCOSX wB97M-V def2-TZVPD def2/J DEFGRID3
* xyz 1 1
C -0.84 -1.99 -1.60
N -0.01 -2.23 -0.67
H -1.47 -2.79 -2.00
H -1.02 -0.95 -1.86
H 0.58 -1.37 -0.47
H 0.15 -3.10 -0.24
C -1.15 1.92 0.69
C 0.19 1.26 0.96
S 1.03 0.90 -0.60
S 2.55 -0.44 0.09
H -1.81 1.22 0.16
H -1.00 2.82 0.08
H -1.60 2.23 1.65
H 0.11 0.30 1.51
H 0.87 1.87 1.60
H 3.42 0.34 0.70
*
```

Properties
E, eV: -26426.176
Molar mass, g/mol: 124.25
Largest force on an atom, hartree/bohr: 0.0569
ΔE to the lowest compared entry with this formula, charge and spin, kJ/mol: 132.56
Kohn-Sham gap, eV: 7.9
HOMO energy, eV: -13.1960
E_LUMO, eV: -5.27

So, what does the natural (NBO) scheme give us? The charges, in e, come out as:
1. C 0.152
2. N -0.593
3. H 0.233
4. H 0.239
5. H 0.440
6. H 0.445
7. C -0.629
8. C -0.540
9. S 0.115
10. S -0.176
11. H 0.203
12. H 0.230
13. H 0.249
14. H 0.216
15. H 0.238
16. H 0.177

ORCA calculation (ωB97M-V/def2-TZVPD) on 2 unconnected molecules or ions with the total composition C3H10NS3 at a distorted geometry.

Structure (ORCA input):
```
! RIJCOSX wB97M-V def2-TZVPD def2/J DEFGRID3
* xyz 1 1
C -1.55 -0.28 0.62
C 0.09 2.00 -1.09
C -0.37 -0.91 0.01
N 0.78 -1.01 0.66
S -0.25 0.53 -2.08
S 1.11 0.22 1.90
S 2.02 -1.94 -0.05
H -2.50 -0.39 0.05
H -1.56 0.79 0.87
H -1.90 -0.68 1.61
H -0.96 2.30 -0.81
H 0.66 1.70 -0.26
H 0.63 2.90 -1.61
H -0.60 -1.79 -0.77
H 1.08 0.29 -2.25
H 1.72 -0.73 2.56
H 1.60 -3.01 0.62
*
```

Properties
E, eV: -37259.730
Molar mass, g/mol: 156.32
Largest force on an atom, hartree/bohr: 0.0748
ΔE to the lowest compared entry with this formula, charge and spin, kJ/mol: 125.06
Kohn-Sham gap, eV: 8.9
HOMO energy, eV: -13.3054
E_LUMO, eV: -4.38

So, what does the natural (NBO) scheme give us? The charges, in e, come out as:
1. C -0.768
2. C -0.741
3. C 0.213
4. N -0.655
5. S 0.162
6. S 0.256
7. S 0.283
8. H 0.271
9. H 0.266
10. H 0.293
11. H 0.240
12. H 0.204
13. H 0.272
14. H 0.280
15. H 0.144
16. H 0.139
17. H 0.139

ORCA calculation (ωB97M-V/def2-TZVPD) on 2 unconnected molecules or ions with the total composition C3H10O2.

Structure (ORCA input):
```
! RIJCOSX wB97M-V def2-TZVPD def2/J DEFGRID3
* xyz -1 2
C 0.83 2.24 -1.18
C 0.64 0.75 -0.85
C -0.16 0.53 0.40
O 1.95 0.20 -0.70
H 0.16 2.57 -1.97
H 1.83 2.38 -1.59
H 0.70 2.83 -0.27
H 0.19 0.26 -1.72
H -1.22 0.76 0.25
H 0.26 1.21 1.15
H 0.01 -0.47 0.78
H 1.95 -0.58 -0.13
H -2.49 -4.81 2.45
H -2.29 -3.45 1.79
O -2.38 -4.40 1.58
*
```

Properties
E, eV: -7366.753
Molar mass, g/mol: 78.11
Largest force on an atom, hartree/bohr: 0.0148
ΔE to the lowest compared entry with this formula, charge and spin, kJ/mol: 14.03
Kohn-Sham gap (spin up / spin down), eV: 2.6 / 10.8
HOMO energy (spin up / spin down), eV: 1.1314 / -7.0711
E_LUMO (spin up / spin down), eV: 3.71 / 3.71

So, what does the natural (NBO) scheme give us? The charges, in e, come out as:
1. C -0.628
2. C 0.042
3. C -0.908
4. O -0.791
5. H 0.195
6. H 0.216
7. H 0.199
8. H 0.151
9. H 0.204
10. H 0.187
11. H 0.167
12. H 0.460
13. H 0.397
14. H 0.316
15. O -1.208

ORCA calculation (ωB97M-V/def2-TZVPD) on 2 unconnected molecules or ions with the total composition C3H10O2 at a distorted geometry.

Structure (ORCA input):
```
! RIJCOSX wB97M-V def2-TZVPD def2/J DEFGRID3
* xyz 0 1
C 0.00 0.00 0.00
C -0.74 -0.07 1.27
C -0.21 -1.17 2.22
O -1.14 -1.10 3.34
H 1.10 0.08 0.09
H -0.38 0.92 -0.48
H -0.24 -0.86 -0.65
H -0.89 0.91 1.77
H -1.72 -0.40 0.88
H -0.08 -2.18 1.79
H 0.77 -0.84 2.61
H -2.03 -1.29 2.98
O 3.28 -2.18 1.47
H 4.01 -2.80 1.23
H 2.75 -2.10 0.65
*
```

Properties
E, eV: -7367.407
Molar mass, g/mol: 78.11
Largest force on an atom, hartree/bohr: 0.0445
ΔE to the lowest compared entry with this formula, charge and spin, kJ/mol: 64.56
Kohn-Sham gap, eV: 10.8
HOMO energy, eV: -10.0961
E_LUMO, eV: 0.74

So, what does the natural (NBO) scheme give us? The charges, in e, come out as:
1. C -0.609
2. C -0.420
3. C -0.071
4. O -0.723
5. H 0.196
6. H 0.214
7. H 0.200
8. H 0.217
9. H 0.184
10. H 0.168
11. H 0.187
12. H 0.457
13. O -0.940
14. H 0.472
15. H 0.469

ORCA calculation (ωB97M-V/def2-TZVPD) on 2 unconnected molecules or ions with the total composition C3H10O2 at a distorted geometry.

Structure (ORCA input):
```
! RIJCOSX wB97M-V def2-TZVPD def2/J DEFGRID3
* xyz 0 1
C -1.31 0.08 -0.51
C -0.36 -0.62 0.49
O -0.13 -1.94 -0.01
C 0.94 -2.57 0.70
H -0.88 0.08 -1.52
H -1.42 1.13 -0.18
H -2.31 -0.39 -0.54
H -0.83 -0.70 1.49
H 0.55 0.00 0.59
H 1.05 -3.61 0.33
H 0.65 -2.60 1.77
H 1.91 -2.06 0.61
O 0.33 4.47 -1.01
H 0.88 4.80 -1.75
H 0.94 3.93 -0.46
*
```

Properties
E, eV: -7367.373
Molar mass, g/mol: 78.11
Largest force on an atom, hartree/bohr: 0.0240
ΔE to the lowest compared entry with this formula, charge and spin, kJ/mol: 67.87
Kohn-Sham gap, eV: 10.6
HOMO energy, eV: -9.8550
E_LUMO, eV: 0.74

So, what does the natural (NBO) scheme give us? The charges, in e, come out as:
1. C -0.623
2. C -0.064
3. O -0.545
4. C -0.251
5. H 0.215
6. H 0.211
7. H 0.212
8. H 0.163
9. H 0.160
10. H 0.194
11. H 0.163
12. H 0.165
13. O -0.940
14. H 0.471
15. H 0.469

ORCA calculation (ωB97M-V/def2-TZVPD) on 2 unconnected molecules or ions with the total composition C3H10O2 at a distorted geometry.

Structure (ORCA input):
```
! RIJCOSX wB97M-V def2-TZVPD def2/J DEFGRID3
* xyz 0 1
C 1.14 -0.27 0.25
C 2.11 0.24 -0.81
O 3.19 -0.68 -1.04
H 1.73 -0.48 1.14
H 0.37 0.48 0.40
H 0.70 -1.16 -0.14
H 2.53 1.20 -0.54
H 1.62 0.32 -1.78
H 3.55 -0.89 -0.16
C -2.96 -0.12 0.53
O -1.98 0.91 0.46
H -3.41 -0.33 -0.45
H -2.43 -1.03 0.82
H -3.76 0.11 1.21
H -2.41 1.69 0.11
*
```

Properties
E, eV: -7367.249
Molar mass, g/mol: 78.11
Largest force on an atom, hartree/bohr: 0.0294
ΔE to the lowest compared entry with this formula, charge and spin, kJ/mol: 79.80
Kohn-Sham gap, eV: 10.9
HOMO energy, eV: -10.0728
E_LUMO, eV: 0.82

So, what does the natural (NBO) scheme give us? The charges, in e, come out as:
1. C -0.639
2. C -0.056
3. O -0.723
4. H 0.190
5. H 0.240
6. H 0.206
7. H 0.152
8. H 0.172
9. H 0.454
10. C -0.249
11. O -0.724
12. H 0.161
13. H 0.185
14. H 0.165
15. H 0.465

Q: Which formula does entry 8 have?
A: C3H10O2

Q: The highest E belongs to which entry?
A: number 7

Q: Number 6 is which compound?
A: C3H10NS3

Q: Among the records above, which one has the lowest ΔE to the lowest compared entry with this formula, charge and spin?
A: number 7